A cluster of 5 separate species, C19H28BF12IO13PS in total at a distorted geometry, computed with wB97M-V/def2-TZVPD.

As for the net charge: -1. For the largest force on an atom, the calculation gives 6.3 eV Å⁻¹. The calculation puts the energy at -3979.4565 hartree. Its orbital gap is 6.9 eV.

```
76
Properties=species:S:1:pos:R:3:forces:R:3:lowdin_charge:R:1
C -2.7936 1.9938 0.5764 0.1 -1.2 1.9 -0.1698
S -2.9306 2.5251 -1.2148 1.2 -2.8 -5.5 0.7929
O -1.6569 1.9759 -1.9674 -4.2 1.7 3.1 -0.4225
O -4.2619 2.0338 -1.8618 3.6 1.7 2.9 -0.4405
C -2.8833 4.4006 -1.4725 1.2 3.5 1.0 -0.2945
O -1.5160 4.9846 -1.6433 -3.4 -2.3 -0.1 -0.1809
B -1.4362 6.2103 -0.8245 -1.5 -0.3 -1.3 -1.1638
I -0.0317 5.6291 0.7625 0.7 -0.8 1.6 0.7498
O -2.8480 6.5509 -0.4486 -0.7 -2.0 0.4 -0.1176
C -3.4582 5.2382 -0.1858 1.6 0.2 0.5 -0.4351
P -5.3479 5.0881 0.0440 -1.6 5.6 1.0 0.7893
O -5.9549 6.5456 0.3659 1.6 -4.8 -1.0 -0.5384
H -1.8161 1.3255 0.7085 -2.0 1.8 -0.7 0.0953
H -3.7058 1.2844 0.8687 1.8 1.7 -1.1 0.0918
H -2.7508 2.8649 1.3568 0.0 -1.4 -1.8 0.0673
H -3.5400 4.8190 -2.3772 1.2 -2.0 1.6 0.1827
H -0.8327 7.0206 -1.4331 -0.1 0.8 -0.1 0.0390
H -3.0529 4.9766 0.8986 -0.6 -0.2 -2.2 0.1001
H -5.5546 4.1731 1.1739 0.4 0.4 -1.1 0.0119
H -6.0356 4.4618 -1.0839 0.9 0.2 0.8 0.0176
C 0.4612 -0.2816 -2.5737 0.0 -0.3 0.3 -0.0711
C 1.7641 0.3754 -2.9892 -0.8 0.1 -0.6 -0.1980
O 2.7365 0.2831 -1.9356 1.7 -1.7 0.7 0.0185
C 3.3993 -0.9131 -1.8298 -2.3 0.1 -2.6 -0.3295
O 3.1982 -1.8736 -2.5688 1.0 1.7 2.0 0.1276
C 4.4327 -0.8588 -0.7065 1.5 0.3 2.0 -0.4694
F 3.9397 -0.3039 0.4380 0.1 -0.5 -1.2 0.1441
F 5.5240 -0.1153 -1.0488 -1.1 -0.6 -0.1 0.1424
F 4.9055 -2.0887 -0.3558 -0.7 0.9 -0.7 0.1252
H 0.0996 0.1434 -1.6314 0.0 0.1 -0.3 0.0686
H -0.3043 -0.1427 -3.3422 0.1 0.1 0.2 0.0855
H 0.5943 -1.3550 -2.4078 0.1 0.1 -0.2 0.0711
H 1.5948 1.4411 -3.1717 0.2 -0.1 0.3 0.1338
H 2.1563 -0.0517 -3.9195 0.1 -0.1 0.3 0.1230
C 5.6670 8.9276 0.5639 -0.2 -0.3 -0.1 -0.0679
C 4.9096 10.1935 0.9183 0.6 -0.1 0.2 -0.2182
O 3.5739 10.1489 0.3908 -1.4 -0.5 0.6 0.0051
C 2.6623 9.4266 1.1178 2.5 -0.5 1.9 -0.3170
O 2.9338 8.8344 2.1594 -1.0 1.4 -2.5 0.1391
C 1.2790 9.5020 0.4746 -2.9 -0.7 -1.1 -0.4763
F 1.3128 9.3050 -0.8748 0.5 0.2 1.2 0.1367
F 0.6900 10.7176 0.6657 0.9 -0.6 0.1 0.1364
F 0.4088 8.5761 0.9690 1.6 1.6 -0.2 0.0338
H 5.6492 8.7589 -0.5181 0.1 0.1 0.1 0.0837
H 6.7071 8.9936 0.8952 -0.1 0.0 0.0 0.0783
H 5.2103 8.0492 1.0299 0.1 0.2 0.0 0.0795
H 5.4028 11.0559 0.4593 -0.4 -0.1 -0.1 0.1214
H 4.8953 10.3694 2.0002 -0.2 -0.2 -0.2 0.1236
C 4.0684 -5.1557 1.0292 0.1 -0.1 0.3 -0.0595
C 2.6407 -4.9661 0.5522 0.6 0.6 -0.4 -0.2042
O 1.7655 -5.9145 1.1837 -1.2 -0.1 1.8 0.0081
C 1.3579 -5.6044 2.4562 2.0 2.7 -0.9 -0.3244
O 1.7027 -4.5894 3.0561 -1.2 -2.7 -1.0 0.1481
C 0.3979 -6.6666 2.9881 -1.4 -1.7 1.2 -0.4684
F 0.8348 -7.9377 2.7544 -0.1 1.2 0.0 0.1352
F -0.8356 -6.5779 2.4124 1.1 0.3 0.2 0.1357
F 0.1966 -6.5788 4.3338 0.5 0.3 -1.4 0.1415
H 4.3911 -6.1909 0.8752 -0.1 0.1 -0.1 0.0831
H 4.7478 -4.4888 0.4911 -0.2 -0.1 0.0 0.0696
H 4.1585 -4.9509 2.1003 0.0 0.1 -0.2 0.0791
H 2.5866 -5.1534 -0.5247 -0.2 -0.2 0.3 0.1298
H 2.2892 -3.9412 0.7183 0.0 -0.3 0.2 0.1273
C -2.5731 -10.3618 1.4788 -0.2 -0.3 -0.1 -0.0613
C -2.8402 -8.9510 0.9888 0.4 -0.1 0.7 -0.2109
O -3.4368 -8.9732 -0.3180 -1.9 -0.1 -0.7 0.0125
C -4.7854 -9.2195 -0.3611 0.8 0.0 3.2 -0.3235
O -5.4758 -9.4197 0.6351 1.2 0.4 -2.7 0.1415
C -5.2969 -9.1671 -1.7993 -1.0 0.0 -2.5 -0.4709
F -4.4993 -9.8519 -2.6687 -0.4 0.5 1.1 0.1383
F -5.3652 -7.8897 -2.2733 0.2 -0.9 0.8 0.1443
F -6.5471 -9.6924 -1.9411 1.3 0.4 0.7 0.1386
H -1.9682 -10.9135 0.7513 0.0 0.2 0.1 0.0842
H -2.0470 -10.3453 2.4373 0.0 0.1 -0.1 0.0823
H -3.5055 -10.9203 1.6053 0.1 0.2 0.1 0.0760
H -1.8932 -8.4104 0.8956 -0.3 -0.1 -0.3 0.1141
H -3.4642 -8.3876 1.6922 -0.1 -0.2 -0.3 0.1291
```
Forces are in eV/Å.



A structure of composition C19H28BF4O2Ti at a distorted geometry, computed with wB97M-V/def2-TZVPD.

As for the net charge: 0. For the largest force on an atom, the calculation gives 3.0 eV Å⁻¹. The calculation puts the energy at -2165.2013 hartree. The relative energy (zero: lowest compared OMol25 entry of this formula, charge and spin) comes out at 134.19 kJ/mol. Its orbital gap (spin up / spin down) is 7.7 / 8.2 eV. The multiplicity is 2.

```
55
Properties=species:S:1:pos:R:3:forces:R:3:lowdin_spin:R:1
O -0.7200 0.9770 -1.0623 -2.7 1.0 -0.8 0.0110
C -2.2053 1.1586 -0.9719 -0.5 -1.2 1.2 0.0012
C -2.3387 2.1226 -2.1183 0.3 -0.1 0.3 0.0004
H -2.4544 1.6046 0.0015 0.0 -0.4 -0.2 0.0000
H -2.7981 0.2422 -1.1635 0.8 0.5 0.7 0.0000
C -0.8091 1.9867 -2.1167 0.7 1.1 -1.2 0.0004
H -2.7561 3.0926 -1.8181 0.3 -0.2 -0.4 0.0001
H -2.8396 1.7083 -3.0005 0.1 0.2 0.2 0.0000
C -0.1843 3.3155 -1.7314 0.4 0.2 -0.1 0.0010
H -0.7216 3.7591 -0.8875 0.0 0.1 -0.2 0.0001
H -0.2208 3.9793 -2.6016 -0.2 0.1 0.2 0.0000
H 0.8608 3.2413 -1.4322 -0.3 0.2 -0.2 0.0004
C -0.3093 1.4465 -3.4378 0.2 0.2 -0.2 0.0001
H -0.8307 0.5153 -3.7028 0.2 0.2 0.1 0.0000
H 0.7699 1.2768 -3.4130 0.0 -0.1 0.0 0.0001
H -0.5103 2.2068 -4.2085 0.0 -0.3 0.1 0.0000
Ti 1.3104 -0.2028 0.7835 0.7 -1.9 1.4 0.8902
C 3.0602 -1.5001 1.5883 0.1 -0.9 -0.3 -0.0013
C 1.9620 -2.2614 2.0869 0.4 -0.4 -1.1 -0.0041
C 1.2096 -2.7363 0.9793 1.0 0.1 0.2 0.0025
H 1.7545 -2.4888 3.1320 -0.1 0.4 -0.4 -0.0003
C 1.8452 -2.2864 -0.2275 0.7 -0.3 0.5 0.0225
C 3.0233 -1.5655 0.1450 -0.3 -1.0 0.1 -0.0050
H 3.7913 -1.2714 -0.5735 -0.4 0.0 0.5 -0.0003
H 3.8196 -1.0034 2.2016 -0.4 -0.6 -0.4 0.0009
H 0.3583 -3.4146 1.0540 0.2 0.6 -0.1 -0.0002
H 1.5793 -2.5636 -1.2501 0.1 0.2 0.5 0.0049
C 3.1325 1.2818 1.6097 -0.4 0.3 -0.4 -0.0089
C 3.1307 1.1305 0.1918 -0.6 1.2 -0.1 0.0009
C 1.8720 1.5875 -0.3019 0.9 1.0 0.2 0.0368
H 3.9423 0.8244 -0.4662 -0.2 0.1 0.5 -0.0004
C 1.0912 2.0211 0.8455 0.8 0.1 -0.6 0.0031
C 1.8770 1.7989 2.0059 0.2 0.4 -0.6 -0.0064
H 1.5439 1.9594 3.0286 0.1 -0.1 -0.3 -0.0003
H 3.9601 1.0658 2.2771 -0.3 -0.1 -0.2 -0.0002
H 1.6815 1.7135 -1.3650 0.0 -0.3 0.6 0.0079
H 0.1022 2.4517 0.8137 0.1 -0.2 0.1 -0.0001
O -0.8906 -1.4640 0.0636 -0.2 0.6 -0.1 0.0056
C -1.1459 -1.8955 -1.2774 0.2 0.3 0.3 0.0024
C -2.6406 -2.1731 -1.3535 -0.1 0.0 -0.4 0.0002
H -0.5096 -2.7559 -1.5090 -0.3 -0.2 0.2 0.0001
H -0.8237 -1.1030 -1.9569 -0.1 0.0 0.1 0.0011
C -3.1259 -2.2523 0.1066 0.0 -0.3 -0.1 0.0001
H -2.7954 -3.0735 -1.9482 -0.3 -0.1 0.2 0.0000
H -3.1315 -1.3496 -1.8813 -0.1 -0.3 0.0 0.0000
C -2.0519 -1.5442 0.9100 0.5 0.3 0.4 0.0003
H -3.1750 -3.2935 0.4378 -0.2 0.1 -0.1 0.0000
H -4.0948 -1.7666 0.2704 0.1 -0.3 -0.2 0.0000
H -1.7634 -2.1234 1.8068 -0.1 0.4 -0.3 0.0000
H -2.3415 -0.5209 1.2261 0.2 -0.6 -0.1 -0.0001
F 0.2707 -0.2716 2.3803 -1.3 0.1 1.3 0.0333
B 0.0707 -0.3909 4.3329 0.1 0.1 -1.0 0.0002
F -0.0213 -1.7400 4.4072 -0.1 0.8 0.2 0.0000
F 1.2413 0.1865 4.6938 -0.6 -0.4 0.0 0.0001
F -1.0510 0.3577 4.3966 0.5 -0.5 0.2 -0.0002
```
Forces are in eV/Å.



A structure of composition C19H28CdN2O9Sb, computed with wB97M-V/def2-TZVPD.

As for the net charge: -1. For the largest force on an atom, the calculation gives 0.7 eV Å⁻¹. The calculation puts the energy at -1935.6441 hartree. The relative energy (zero: lowest compared OMol25 entry of this formula, charge and spin) comes out at 0.00 kJ/mol. Its orbital gap is 7.1 eV.

```
60
Properties=species:S:1:pos:R:3:forces:R:3:lowdin_charge:R:1
Cd 0.3089 -1.5801 -1.6483 0.0 -0.3 0.3 1.4542
O 2.4252 -0.3020 0.0449 0.1 0.2 -0.1 -0.1441
C 3.3983 0.2187 -0.8477 -0.2 0.0 0.1 -0.2376
C 3.5240 -0.6177 -2.1038 -0.1 -0.1 -0.1 -0.1905
N 2.2613 -0.8073 -2.8243 0.1 0.2 -0.2 -0.2243
C 2.4116 -1.8438 -3.8579 -0.2 0.1 0.1 -0.1281
C 1.0741 -2.3888 -4.4103 -0.1 -0.1 0.1 -0.6870
O 1.0499 -2.6892 -5.5996 0.0 0.0 0.1 -0.0012
O 0.1255 -2.5462 -3.5597 0.2 -0.1 -0.5 -0.1651
C 1.7636 0.4730 -3.3773 0.0 -0.1 0.2 -0.0926
C 0.7717 1.1702 -2.4216 -0.3 0.0 0.1 -0.6861
O 1.0010 2.3138 -2.0203 -0.1 -0.2 -0.1 -0.0117
O -0.2660 0.4649 -2.1370 0.4 0.6 0.0 -0.2384
H 2.4742 -1.2718 0.0147 0.1 -0.1 0.0 0.0306
H 4.3872 0.2514 -0.3763 0.0 0.0 0.1 0.1162
H 3.0951 1.2408 -1.0818 0.0 0.0 0.0 0.1056
H 3.8837 -1.6095 -1.8253 0.1 0.0 0.0 0.1181
H 4.2680 -0.1432 -2.7606 0.1 -0.1 0.0 0.1260
H 2.9106 -2.6976 -3.3962 0.1 0.0 0.0 0.1225
H 3.0100 -1.4929 -4.7017 0.1 0.0 0.0 0.1214
H 1.2099 0.2582 -4.2917 0.0 0.0 -0.1 0.1312
H 2.5906 1.1486 -3.6050 0.1 0.0 -0.1 0.1214
O -3.8662 -0.9664 0.1467 0.0 -0.1 0.0 0.1029
C -2.7582 -1.5129 -0.3884 0.2 0.1 0.1 -0.4991
O -2.4315 -1.3590 -1.5315 -0.1 0.0 0.0 0.0905
C -1.9675 -2.3110 0.6016 0.1 0.0 -0.2 -0.2180
C -2.5076 -2.7652 1.7835 -0.1 0.0 0.1 -0.0045
C -1.6975 -3.5193 2.6258 0.1 0.0 0.0 -0.0343
C -0.3929 -3.7718 2.2541 -0.1 0.0 0.1 0.0177
C 0.0744 -3.2692 1.0418 0.0 0.1 -0.1 -0.1580
N -0.7060 -2.5617 0.2367 -0.1 0.0 0.1 0.1056
C 1.5384 -3.4865 0.6262 0.1 -0.1 -0.1 -0.6295
O 2.2357 -4.1037 1.4280 -0.1 0.1 -0.2 0.0245
O 1.8632 -2.9871 -0.4966 0.0 0.1 0.3 -0.1253
H -4.2759 -0.4395 -0.5549 0.0 0.0 0.0 0.1352
H -3.5298 -2.5239 2.0389 0.0 0.0 0.0 0.1195
H -2.0858 -3.8882 3.5666 0.0 0.0 0.0 0.1090
H 0.2987 -4.3340 2.8646 0.0 0.0 0.0 0.1181
C -1.7820 1.8231 3.8111 0.0 -0.1 -0.1 -0.2016
C -1.7657 0.7940 2.6753 0.1 0.2 0.1 -0.4481
Sb -0.5429 1.1561 0.8665 -0.3 0.1 0.3 1.4675
C -1.9003 2.5407 -0.1068 0.0 -0.1 0.1 -0.4290
C -2.9828 3.2146 0.7343 0.1 0.0 -0.1 -0.1968
C 0.8134 2.6081 1.7423 -0.1 0.0 -0.1 -0.4314
C 0.2919 4.0268 1.9687 0.1 -0.1 0.0 -0.1932
H -2.3417 1.4519 4.6774 0.0 0.0 0.0 0.0576
H -2.2500 2.7580 3.4988 0.0 0.0 0.0 0.0407
H -0.7694 2.0544 4.1536 -0.1 0.0 0.0 0.0531
H -2.7822 0.5991 2.3190 0.0 0.0 0.0 0.0217
H -1.3863 -0.1601 3.0554 0.0 0.0 0.0 0.0193
H -2.3379 1.9552 -0.9187 0.0 0.0 0.0 0.0308
H -1.2458 3.2721 -0.5841 0.0 0.0 -0.1 0.0368
H -3.6241 2.4836 1.2355 0.0 0.0 0.0 0.0505
H -3.6278 3.8419 0.1095 0.0 0.0 0.0 0.0607
H -2.5538 3.8573 1.5052 0.0 0.0 0.0 0.0411
H 1.6572 2.6212 1.0493 0.0 0.0 0.0 0.0302
H 1.1678 2.1585 2.6747 0.0 0.0 0.0 0.0381
H -0.0890 4.4593 1.0408 0.0 0.0 0.0 0.0577
H 1.0916 4.6826 2.3294 0.0 0.0 0.0 0.0613
H -0.5100 4.0517 2.7068 0.0 0.0 0.0 0.0385
```
Forces are in eV/Å.



A structure of composition C19H28ClCoO2 at a distorted geometry, computed with wB97M-V/def2-TZVPD.

As for the net charge: -1. For the largest force on an atom, the calculation gives 5.5 eV Å⁻¹. The calculation puts the energy at -2734.1167 hartree. The relative energy (zero: lowest compared OMol25 entry of this formula, charge and spin) comes out at 0.00 kJ/mol. Its orbital gap (spin up / spin down) is 5.4 / 6.4 eV. The multiplicity is 4.

```
51
Properties=species:S:1:pos:R:3:forces:R:3:lowdin_spin:R:1
O -0.3894 -0.0161 -2.4701 -0.3 0.4 -2.8 0.0003
C -0.5930 1.2410 -3.2125 -0.1 -0.2 0.5 0.0000
C -0.0142 0.6941 -4.4998 -0.1 -0.6 0.6 0.0000
H -0.0259 2.0708 -2.8138 -0.1 0.1 0.4 0.0000
H -1.6550 1.4738 -3.2701 -0.1 0.1 0.1 0.0000
C -0.0426 -0.6570 -3.7415 -0.2 0.2 -0.6 0.0001
H 1.0002 1.0407 -4.6899 -0.1 0.0 -0.1 0.0000
H -0.6548 0.7632 -5.3683 0.0 0.0 -0.3 0.0000
C 1.2885 -1.3734 -3.7438 -0.1 -0.3 0.1 0.0000
H 2.0878 -0.7476 -3.3297 -0.3 -0.1 0.0 0.0000
H 1.5440 -1.6337 -4.7831 -0.1 0.0 0.3 0.0000
H 1.1862 -2.2980 -3.1656 0.3 0.0 0.0 0.0000
C -1.2101 -1.5564 -4.1206 0.2 -0.1 0.1 0.0000
H -2.1539 -1.0032 -4.0728 0.2 0.0 -0.1 0.0000
H -1.2569 -2.3586 -3.3748 -0.1 0.0 -0.2 0.0000
H -1.0759 -1.9867 -5.1198 -0.1 0.0 0.1 0.0000
Co 0.0419 -0.4822 2.7465 -2.9 4.6 -0.8 2.3828
C -1.9232 -0.3239 4.1553 -1.2 0.5 -0.9 0.0124
C -2.1677 1.0412 4.3738 -0.3 -0.3 -0.6 0.0815
C -2.4000 1.6753 3.1160 -0.3 -0.6 -0.4 0.0270
H -2.2273 1.5300 5.3471 0.3 -0.1 -0.3 0.0049
C -2.3087 0.7164 2.0824 -0.8 -0.2 1.4 0.0664
C -2.0501 -0.5777 2.7054 -0.7 1.3 0.5 0.0040
H -2.3661 -1.5298 2.2788 0.3 0.3 0.0 0.0024
H -1.8340 -1.0786 4.9369 0.0 0.2 -0.3 -0.0003
H -2.6616 2.7236 2.9698 0.4 -0.2 0.1 -0.0002
H -2.4558 0.8960 1.0128 0.0 -0.1 0.5 0.0030
C 0.6905 -1.7012 4.1590 1.1 -1.9 0.6 0.0402
C -0.0383 -2.4044 3.1425 1.3 -1.9 0.7 0.0644
C 0.6235 -2.1744 1.8919 0.6 -1.6 0.1 0.0368
H -0.8651 -3.0811 3.3211 -0.1 0.5 -0.1 0.0050
C 1.7875 -1.3912 2.1596 1.2 -1.0 0.5 0.0494
C 1.8267 -1.1071 3.5538 1.0 -1.7 0.2 0.0794
H 2.6017 -0.5813 4.0887 -0.2 0.3 -0.2 0.0044
H 0.4374 -1.6365 5.2087 0.0 0.0 -0.2 0.0034
H 0.3590 -2.6397 0.9468 0.0 0.3 0.2 0.0044
H 2.5895 -1.1903 1.4663 -0.2 0.2 0.1 0.0046
O 2.0360 0.8911 -1.6313 -0.9 0.8 0.6 0.0001
C 1.2983 0.0993 -0.6634 0.8 0.0 0.7 0.0007
C 0.0900 0.9057 -0.1946 0.2 0.0 0.2 0.0131
H 1.9744 -0.0031 0.1971 -0.2 0.1 -0.2 0.0000
H 1.0894 -0.9071 -1.0412 0.1 0.4 -0.1 0.0000
C 0.5910 2.3432 -0.3124 0.2 0.2 0.1 0.0021
H -0.1309 0.6860 0.8564 0.0 0.1 -0.5 0.0067
H -0.8086 0.7451 -0.7860 0.2 -0.1 0.5 0.0001
C 1.9332 2.2303 -1.0742 0.3 -0.2 0.4 0.0004
H 0.7485 2.7000 0.7148 0.0 0.2 -0.4 0.0019
H -0.1184 2.9932 -0.8347 0.0 -0.1 0.2 0.0002
H 2.7263 2.3841 -0.3215 0.1 -0.1 -0.4 0.0000
H 2.0698 2.9655 -1.8775 -0.1 -0.2 0.0 0.0001
Cl 0.8063 1.6306 3.0817 0.5 1.0 0.1 0.0981
```
Forces are in eV/Å.